The ion C22H46BO2 with charge -1, computed with ωB97M-V with the def2-TZVPD basis set.

The calculation puts the energy relative to the best compared isomer or geometry (same formula, charge and spin) at 110.6 kJ/mol. For the HOMO-LUMO gap, the calculation gives 0.218 Ha. As for the net charge: -1.

The geometry in XYZ format:
```
71
Properties=species:S:1:pos:R:3:forces:R:3:mulliken_charge:R:1
C 2.304652 1.300039 2.356507 0.6499 -0.5684 -0.4105 -0.751
C 3.750086 1.000753 2.799751 -0.6381 -0.0661 0.6789 -0.693
C 4.387008 -0.260342 2.151549 -0.1053 0.7033 -0.1524 -1.068
C 3.749008 -0.706192 0.826113 1.3710 -0.5341 -0.1735 -0.398
C 4.275118 0.180324 -0.325240 -0.8457 0.6896 0.3429 -1.222
C 3.213940 0.560784 -1.362053 0.7666 -0.5246 -1.1472 0.494
C 2.636280 -0.630487 -2.188143 -0.5996 0.2121 1.1940 -0.813
C 1.095999 -0.530661 -2.277615 0.0474 -0.7376 -0.4841 0.016
C 0.585993 0.311093 -3.449937 0.7457 -0.0309 -0.0655 -1.192
C 1.152112 1.732858 -3.500242 -0.8964 0.6959 -0.4497 -0.662
C 0.500197 2.777998 -2.536203 0.1251 -0.8343 -0.1856 -1.045
C -0.444013 2.230860 -1.450845 -0.3203 1.3197 0.5368 0.734
C -1.176786 3.449760 -0.807585 1.0540 -0.3824 0.4010 -1.065
C -1.472799 3.330202 0.712869 -1.3162 0.7812 -0.0678 -0.446
C -2.997222 3.157866 1.086411 0.3993 -0.8826 0.0463 -0.968
C -3.425719 1.740226 1.608192 1.4166 0.7894 -0.6847 -0.905
C -2.914035 0.641283 0.649386 -1.8489 -0.1295 0.6804 0.235
C -3.689815 -0.691748 0.805342 1.7325 -0.2214 -0.2307 -1.046
C -2.954650 -1.794330 -0.008538 -1.1321 0.5037 0.1101 0.462
C -3.770727 -3.120879 -0.135089 1.7115 0.6996 -0.4094 -1.056
B -2.861935 -4.450376 0.268255 -1.8841 -0.2953 -0.9084 0.578
O -3.040427 -4.731152 1.709013 0.8809 0.5347 0.1327 -0.616
C -1.750644 -4.947249 2.236914 -0.4793 -0.3139 -0.5801 -0.456
C -0.739471 -4.344725 1.198078 -0.7807 0.1649 1.4323 -0.184
O -1.413929 -4.418766 -0.013524 0.8904 0.4846 0.2713 -0.525
H 1.846364 2.120630 2.905670 0.0486 -0.0269 0.0356 0.489
H 1.715958 0.386224 2.470161 -0.2215 0.2252 0.1163 0.284
H 2.311958 1.528923 1.287643 -0.2264 0.1789 0.0754 -0.035
H 4.356656 1.904054 2.697161 0.0991 -0.1349 -0.2519 0.376
H 3.707664 0.809908 3.879190 0.1299 0.1348 -0.0496 0.358
H 5.425693 0.000815 1.917708 0.0225 -0.2543 0.1072 0.274
H 4.430818 -1.058743 2.893724 -0.2113 -0.1038 -0.1305 0.448
H 2.667435 -0.795081 0.851304 -0.1209 0.2164 0.0338 0.293
H 4.128166 -1.714970 0.633262 -0.2672 -0.0969 0.0597 0.470
H 5.156608 -0.260678 -0.798151 -0.1296 -0.1392 -0.0362 0.345
H 4.628073 1.121575 0.120884 0.0052 -0.0585 -0.0831 0.514
H 2.377407 1.094635 -0.907268 0.1621 0.0421 0.1510 -0.500
H 3.696033 1.239480 -2.077573 -0.1440 0.1821 0.2517 0.346
H 3.097695 -0.751429 -3.171022 0.0000 0.1985 0.0010 0.311
H 2.840217 -1.553672 -1.634101 0.1035 0.0331 -0.0890 0.391
H 0.704689 -0.209165 -1.312786 -0.0075 0.1404 -0.0316 -0.143
H 0.711386 -1.545903 -2.402604 -0.1302 0.0026 -0.0473 0.444
H 0.921902 -0.190984 -4.367244 -0.0093 -0.0239 0.0744 0.469
H -0.503814 0.315719 -3.521252 0.0233 0.0486 0.2193 0.412
H 0.966656 2.101871 -4.517851 0.1143 -0.0270 0.0557 0.442
H 2.236131 1.755858 -3.390332 -0.1019 -0.2537 0.0660 0.203
H -0.080278 3.509218 -3.109899 0.0777 -0.1074 -0.0926 0.503
H 1.322548 3.342426 -2.083895 -0.2420 0.0496 0.2585 0.300
H -1.201373 1.548918 -1.824697 0.1784 -0.2718 -0.1891 0.203
H 0.089097 1.743416 -0.633765 0.1329 -0.1937 -0.1967 -0.405
H -2.057930 3.725760 -1.391650 -0.1023 -0.0953 0.1524 0.402
H -0.471663 4.283611 -0.921725 -0.1747 0.0420 0.0151 0.472
H -0.849182 2.593664 1.217901 0.0263 -0.1996 -0.1677 0.103
H -1.205588 4.299331 1.151319 0.1704 -0.1629 -0.0034 0.531
H -3.237283 3.920682 1.832437 -0.2086 -0.0754 -0.0774 0.318
H -3.574754 3.357719 0.178847 -0.0825 0.1567 0.1049 0.396
H -4.510737 1.700613 1.712119 0.0158 -0.0422 0.0870 0.366
H -2.942494 1.599537 2.580451 -0.3364 -0.1018 0.1423 0.351
H -1.864838 0.434348 0.843019 0.2104 0.1459 -0.3111 0.062
H -3.098897 1.004112 -0.364823 0.4513 -0.0809 -0.1994 0.142
H -3.602945 -1.011255 1.850505 -0.5230 0.1089 0.0476 0.299
H -4.732369 -0.611779 0.494981 -0.0345 0.1160 0.1167 0.418
H -2.750494 -1.357692 -0.997869 0.0569 -0.1858 -0.0032 0.200
H -1.976641 -1.917003 0.466779 0.0069 -0.2723 -0.0370 -0.185
H -4.688976 -3.037488 0.453922 -0.0116 -0.2212 -0.0319 0.248
H -4.014826 -3.227484 -1.201303 -0.3396 0.0087 0.2095 0.154
H -3.322535 -5.333390 -0.467533 -0.0866 -0.5534 0.0618 -0.305
H -1.717233 -4.455366 3.216987 0.4140 -0.2962 0.0832 0.248
H -1.651733 -6.043220 2.297157 0.5737 0.0644 0.4117 0.240
H 0.240114 -4.835875 1.230507 -0.1079 -0.3800 -0.3780 0.356
H -0.520909 -3.319005 1.560336 -0.1481 0.2065 -0.4082 -0.018
```
Forces are in eV/Å.

=====

A structure of composition C22H46Br16N2O2, computed with ωB97M-V with the def2-TZVPD basis set.

The calculation puts the energy relative to the best compared isomer or geometry (same formula, charge and spin) at 2457.1 kJ/mol. For the HOMO-LUMO gap, the calculation gives 0.290 Ha.

The geometry in XYZ format:
```
88
Properties=species:S:1:pos:R:3:forces:R:3:mulliken_charge:R:1
Br -2.056463 -0.274212 -2.418353 -0.7927 6.3247 -6.5316 0.378
C -2.270918 0.836133 -4.001848 -0.5679 -0.3404 -1.5658 -0.203
C -1.536489 0.306985 -5.213540 0.9118 0.0134 -0.7942 -0.035
Br -1.316578 1.732196 -6.585515 -0.1571 -0.1928 0.3908 -0.197
H -1.872134 1.813987 -3.731912 -0.1627 -0.4352 0.0173 -0.216
H -3.330745 0.916467 -4.243500 -0.0092 0.2071 0.1078 0.526
H -1.929406 -0.541135 -5.774245 -0.5138 0.7281 0.4844 0.061
H -0.507684 -0.005974 -5.035429 0.0380 0.2948 0.4159 -0.079
Br 0.114198 -1.023219 5.586580 1.6540 -0.2688 0.2080 -0.206
C 1.596834 -1.527526 4.387539 1.3076 1.9988 1.7599 1.543
C 2.418614 -0.259301 4.009506 -0.6606 -4.3575 0.7750 0.616
Br 4.115469 -0.978259 3.247409 0.2453 1.0661 0.1243 -0.125
H 1.237849 -2.006489 3.476591 -0.1514 0.2980 1.9605 -2.137
H 2.263526 -2.112737 5.020903 -0.1693 0.2387 0.0057 0.472
H 2.778946 0.246480 4.905298 -0.8255 -1.8308 -0.3696 0.618
H 1.980798 0.410027 3.268956 0.0967 -0.8984 0.4253 -1.347
Br -3.067869 -3.164861 -0.972016 -4.1427 -4.8017 -6.6820 -0.108
C -3.434119 -2.596904 -2.852715 -2.1619 -2.2034 -1.7891 -0.441
C -2.568263 -3.404142 -3.748587 2.2636 -0.8526 -0.2469 -0.309
Br -2.444293 -2.819024 -5.633867 -0.3827 -0.5289 0.4310 -0.184
H -3.376893 -1.524739 -3.040602 -0.7469 -1.6100 0.3400 0.097
H -4.418291 -2.940385 -3.171343 -0.5530 0.1396 0.9254 0.498
H -2.767670 -4.471427 -3.844804 -0.6842 0.2371 0.2404 0.442
H -1.541663 -3.392269 -3.382464 -0.1454 0.1456 -0.4855 -0.104
Br -0.279404 -3.771833 3.211440 0.6178 -2.8502 2.4103 -0.074
C 1.664573 -4.181857 3.639497 0.0075 0.0580 -0.7934 -0.574
C 2.729432 -3.634490 2.677639 -0.3943 -1.7102 -0.3996 0.341
Br 2.687952 -4.578376 0.913671 -0.0954 0.2279 0.4896 -0.234
H 1.745721 -5.267801 3.686674 -0.2333 0.1930 0.1630 0.506
H 1.872849 -3.664077 4.575778 -0.4746 -1.0079 -0.0289 0.300
H 3.672287 -3.950329 3.124128 0.1150 0.2327 -0.1568 0.515
H 2.661743 -2.585692 2.388605 0.6014 -1.3831 0.4061 -0.344
Br -2.670089 -0.763175 4.662430 -1.9558 0.4613 -0.8512 -0.118
C -3.402774 0.133050 3.065264 -0.7758 -0.8196 0.2142 -0.464
C -2.533696 -0.206824 1.949162 1.5158 -1.9413 0.1848 0.738
Br -2.915449 -2.116496 1.231904 -2.7035 2.4529 8.5084 -0.278
H -3.298579 1.212885 3.171072 -0.5877 -0.0042 0.4935 0.408
H -4.364321 -0.269705 2.746975 -0.5527 0.6409 1.0154 0.555
H -1.540501 -0.248059 2.396352 0.1426 0.0297 -0.8304 -0.335
H -2.694801 0.449892 1.094263 0.3593 -1.9272 0.9471 -0.775
Br 3.056626 2.067944 4.377077 0.7269 6.5809 -0.2666 -0.143
C 1.882874 3.118174 3.170335 -1.1716 -0.1195 0.1617 -0.347
C 0.559278 2.395777 2.824735 0.2818 0.2138 3.1375 1.483
Br -0.711957 2.214837 4.290841 0.0909 0.2396 0.4034 -0.186
H 2.446117 3.255483 2.247301 0.1343 -0.1426 0.8088 -0.023
H 1.551550 4.087643 3.542438 0.7926 0.0170 0.5818 0.547
H 0.755379 1.388935 2.456078 -0.5802 1.3065 1.5447 -1.833
H 0.093040 2.952707 2.011999 -1.1624 0.1570 2.9201 0.094
Br -4.207788 1.501462 0.032586 0.8799 1.0488 -0.4743 -0.102
C -2.227976 2.039477 0.299669 -1.8077 2.1813 -0.4507 -0.009
C -2.028765 3.493287 -0.146541 0.2410 0.0111 -0.0862 -0.405
Br -1.972547 3.630133 -2.103699 0.0094 0.4441 0.7640 -0.100
H -1.601612 1.279602 -0.167625 -0.6732 0.8142 -0.4453 -0.335
H -2.077077 1.991253 1.378104 -0.2268 0.3882 -0.0629 0.062
H -1.127378 3.933046 0.280316 0.5358 -0.6162 -0.4397 0.097
H -2.726356 4.253076 0.205856 -0.7878 -0.7287 -0.1756 0.639
Br 3.746050 -1.053184 -5.243317 -0.1636 -0.1816 0.3491 -0.203
C 2.470824 -2.126401 -4.184740 -1.0430 1.3504 0.2716 -0.771
C 1.702347 -1.190282 -3.191775 1.4093 -0.7993 -1.7187 -0.464
Br 0.209739 -2.101832 -2.355500 9.0657 -4.1668 -6.1845 0.028
H 3.025191 -2.931785 -3.702926 -0.2540 0.1304 -0.1433 0.477
H 1.714263 -2.429745 -4.908405 0.4209 -0.5445 0.0364 0.407
H 1.192425 -0.399957 -3.742650 0.2920 0.0260 -0.0309 0.122
H 2.396170 -0.758314 -2.470587 -0.3995 -0.2146 0.3216 0.560
C 1.648715 3.263371 0.203914 2.5062 2.5210 -1.5262 0.046
O 0.879632 2.613817 0.853846 1.4829 0.5645 -5.7638 -0.383
N 2.010517 3.203060 -1.081147 0.0620 0.0225 -0.2830 0.352
C 2.847944 4.269478 -1.697517 -0.4139 -0.3544 0.1233 -0.918
C 1.442396 2.182250 -1.946964 0.2646 0.3762 -0.8956 -0.154
H 2.236194 4.067856 0.672823 -0.0430 0.2508 0.1927 0.218
H 3.082628 5.049662 -0.973395 -0.4362 0.0031 0.0022 0.339
H 2.297553 4.660150 -2.553391 -0.0625 0.2801 0.1621 0.357
H 3.821022 3.962223 -2.080683 -0.1185 -0.7374 0.1200 0.314
H 0.649025 2.576692 -2.581843 -0.2435 0.1859 0.2105 0.306
H 2.212641 1.886094 -2.659074 0.1415 -0.4587 0.2473 0.538
H 1.048562 1.357780 -1.352625 0.3904 0.2568 -0.8099 -0.327
C 0.173426 -1.925342 1.362158 0.6371 1.3574 -1.4964 -0.650
O 1.193904 -1.853354 2.077260 -2.9346 1.7485 -4.7180 -0.580
N -0.283659 -0.932023 0.549789 1.0214 0.2515 -0.5039 2.108
C 0.222792 0.470089 0.762074 0.0006 -2.2163 -0.6182 -0.337
C -1.270714 -1.263169 -0.554234 1.7300 1.8250 5.0406 -3.092
H -0.493058 -2.801060 1.395257 0.7877 0.5961 -1.0213 0.619
H 1.008692 0.586615 1.508325 -0.1228 -2.0053 -0.7162 0.563
H -0.568695 1.124910 1.126554 0.6503 -0.9652 -0.1486 -0.741
H 0.745693 0.996107 -0.036666 -1.1166 -1.6127 -0.0667 -0.586
H -0.722137 -1.574273 -1.443267 -3.9710 2.1718 5.2614 -0.354
H -2.042437 -1.999630 -0.330221 3.2720 2.9637 -0.4212 1.749
H -1.662754 -0.309417 -0.907437 0.6284 -0.4449 4.8876 1.289
```
Forces are in eV/Å.

=====

Which formula does entry 2 have? C22H46Br16N2O2

=====

Among the records above, which one has the highest energy relative to the best compared isomer or geometry (same formula, charge and spin)? C22H46Br16N2O2

=====

Number 2 is which compound? C22H46Br16N2O2